Computed, not measured: a single C5H3Cl2NO2 molecule at a distorted geometry, with ωB97M-V with the def2-TZVPD basis set.

```
13
Properties=species:S:1:pos:R:3:forces:R:3
O -0.4295 2.3275 -0.6205 0.7734 -1.8333 0.3842
C -0.1652 1.2033 -0.2548 0.5004 0.7312 0.1524
C 1.2795 0.5959 -0.0322 -1.8479 -0.7808 -1.3989
C 1.2304 -0.9123 0.0838 1.6893 0.9465 -0.2620
N 0.2771 -1.6596 -0.1944 -0.4517 -2.4600 0.0184
C -1.0095 -1.2577 -0.4525 -0.9870 1.6160 0.1600
O -1.8806 -1.8363 -1.0410 1.1118 0.1507 0.3490
C -1.2582 0.1796 0.1683 -0.7324 0.6202 0.1796
Cl -2.8789 0.7814 -0.1427 0.2526 -0.1912 -0.3468
Cl -1.0401 0.2418 1.9651 0.1433 -0.5109 -0.0275
H 1.7518 0.7869 0.8835 0.3974 1.4652 1.4062
H 1.9327 0.9000 -0.8433 0.1551 0.0972 -0.1085
H 2.1906 -1.3506 0.4808 -1.0042 0.1492 -0.5061
```
Forces are in eV/Å.

The calculation puts the highest occupied orbital energy at -0.3808 Eh. For the gap between HOMO and LUMO, the calculation gives 9.4 eV. The LUMO energy is -0.935 eV. Its SMILES is O=C1CC=NC(=O)C1(Cl)Cl. For the energy above the lowest of the compared OMol25 structures with the same formula, charge and spin, the calculation gives 138.3 kJ/mol. As for the multiplicity: 1.

---

Computed, not measured: a single C5H3ClS molecule at a distorted geometry, with ωB97M-V with the def2-TZVPD basis set.

```
10
Properties=species:S:1:pos:R:3:forces:R:3
C -0.3336 2.4886 0.0121 -0.5150 0.7765 -0.5274
C -0.6085 1.3028 -0.0362 0.5293 1.6506 0.7378
C -0.9541 -0.0600 0.0812 -2.6404 -1.2744 -1.3088
S -2.5436 -0.6371 -0.1526 1.0607 1.7504 0.4335
C -0.0772 -1.2009 0.1395 0.9162 1.3813 -0.5307
C 1.2343 -1.2599 -0.0282 0.2088 -1.0357 1.1157
Cl 2.4093 -0.1010 -0.1370 0.8953 2.4062 -0.2910
H -0.2579 3.6206 -0.0610 0.0333 -2.3646 0.2350
H -0.7060 -2.0374 0.0542 0.1161 -1.6206 0.4936
H 1.8372 -2.1156 0.1279 -0.6041 -1.6696 -0.3575
```
Forces are in eV/Å.

The calculation puts the highest occupied orbital energy at -0.3274 Eh. For the gap between HOMO and LUMO, the calculation gives 7.4 eV. The LUMO energy is -1.542 eV. Its SMILES is C#CC(=S)/C=C\Cl. For the energy above the lowest of the compared OMol25 structures with the same formula, charge and spin, the calculation gives 247.5 kJ/mol. As for the multiplicity: 1.

---

Computed, not measured: a single C5H3ClS2 molecule at a distorted geometry, with ωB97M-V with the def2-TZVPD basis set.

```
11
Properties=species:S:1:pos:R:3:forces:R:3
C 1.5859 -2.8419 0.2674 -4.0503 6.5267 -2.8979
C 0.9966 -1.8428 -0.1884 3.2556 -5.2248 2.5572
C 0.3356 -0.6725 -0.4592 -1.6036 0.9321 -0.8792
C -0.3638 -0.5230 -1.5950 1.4165 -2.7088 0.7913
Cl -1.1798 0.8637 -1.7745 -1.9241 2.5942 -1.3826
C 0.2108 0.3350 0.6455 1.6358 -0.0991 -0.3982
S 1.4969 1.2660 0.9677 -0.3545 0.1705 0.3081
S -1.2699 0.2405 1.4921 -0.3999 0.1576 0.3910
H 2.1374 -3.6132 0.5349 2.1078 -3.1567 1.1147
H -0.4936 -1.3779 -2.2821 0.2544 0.9086 0.0977
H -1.8100 -0.5264 0.5359 -0.3377 -0.1003 0.2979
```
Forces are in eV/Å.

The calculation puts the highest occupied orbital energy at -0.3221 Eh. For the gap between HOMO and LUMO, the calculation gives 8.2 eV. The LUMO energy is -0.572 eV. Its SMILES is C#C/C(=C/Cl)C(=S)S. For the energy above the lowest of the compared OMol25 structures with the same formula, charge and spin, the calculation gives 78.2 kJ/mol. As for the multiplicity: 1.

---

Computed, not measured: a single C5H3F3IN3O molecule at a distorted geometry, with ωB97M-V with the def2-TZVPD basis set.

```
16
Properties=species:S:1:pos:R:3:forces:R:3
C -1.3226 0.8678 -0.9159 0.2121 3.2262 -2.4070
C -2.6329 1.1862 -0.3833 1.9179 -1.1797 -0.0421
C -0.6054 -0.1327 -0.4792 -2.4329 -1.5183 1.0038
C 1.6510 0.2302 -0.1280 2.9553 0.9739 -0.0872
C 2.9680 -0.5341 0.3358 -1.0447 0.0397 -0.5563
N -3.1883 0.4148 0.4861 -1.7171 -0.8450 0.2605
N -2.5178 -0.4326 1.0765 3.1805 -0.0545 -0.0133
N 0.6018 -0.5920 -0.2121 -1.0417 0.1517 0.0193
O 1.7138 1.3720 -0.4856 -0.2427 -0.2120 0.3690
F 3.9768 0.2650 0.2168 1.1639 0.5975 -0.5116
F 2.9599 -0.9639 1.5900 -0.5518 -0.3758 0.4830
F 3.1167 -1.6241 -0.4727 0.0934 0.3748 0.3073
I -3.3308 -2.1822 1.6691 -0.5860 -0.5615 0.1235
H -1.0011 1.6304 -1.8075 -0.5051 -2.0543 2.2278
H -3.1844 2.0259 -0.5488 -0.9307 2.3490 -1.1736
H 0.7953 -1.5305 0.0588 -0.4703 -0.9119 -0.0030
```
Forces are in eV/Å.

The calculation puts the highest occupied orbital energy (alpha / beta) at -0.3024 / -0.3033 Eh. For the gap between HOMO and LUMO (alpha / beta), the calculation gives 7.2 / 7.1 eV. The LUMO energy (alpha / beta) is -1.060 / -1.124 eV. For the energy above the lowest of the compared OMol25 structures with the same formula, charge and spin, the calculation gives 330.5 kJ/mol. As for the multiplicity: 1.

---

Computed, not measured: a single C5H3FOS molecule at a distorted geometry, with ωB97M-V with the def2-TZVPD basis set.

```
11
Properties=species:S:1:pos:R:3:forces:R:3
O -0.9246 2.5725 -0.3760 -0.1318 -2.2514 -0.7603
C -0.7761 1.3524 -0.4486 1.3060 4.2338 1.2757
C -1.7583 0.3445 -0.7479 -1.9647 1.4187 -1.3094
C -1.3111 -0.8352 -0.3669 -1.4882 -3.5474 -0.3870
C -0.0045 -0.8182 0.2149 0.3882 -1.2700 -1.0731
C 0.6289 -1.9380 0.4823 2.3423 1.0271 1.6309
F 1.9216 -1.7411 0.9176 -0.4714 -0.6755 -0.3712
S 0.8441 0.6584 0.0663 -0.9282 0.9448 -0.0066
H -2.6998 0.7889 -1.2383 1.4353 -1.4657 0.8915
H -1.7303 -1.9270 -0.5061 0.2463 2.6209 0.3034
H 0.3531 -2.9395 0.6304 -0.7339 -1.0353 -0.1938
```
Forces are in eV/Å.

The calculation puts the highest occupied orbital energy at -0.3337 Eh. For the gap between HOMO and LUMO, the calculation gives 8.6 eV. The LUMO energy is -0.463 eV. Its SMILES is O=C1C=C/C(=C/F)S1. For the energy above the lowest of the compared OMol25 structures with the same formula, charge and spin, the calculation gives 71.6 kJ/mol. As for the multiplicity: 1.

---

Computed, not measured: a molecular structure, C5H3N at a distorted geometry, with ωB97M-V with the def2-TZVPD basis set.

```
9
Properties=species:S:1:pos:R:3:forces:R:3
C -0.7793 -0.8453 -0.1954 0.5445 0.4333 0.7113
C -1.7809 -1.6435 -0.3033 -0.0890 -0.3283 0.0186
C 1.1386 -0.1440 -0.2173 -0.0794 -1.1074 0.9971
C -0.1681 0.5401 -0.4823 -0.8146 0.3774 4.4197
C 0.5631 -1.2797 0.5303 -0.5586 1.0037 -2.7009
N 1.7146 -1.2485 -0.4517 0.3490 0.3700 -0.7364
H -0.4165 0.9586 -1.3660 -0.2546 1.5942 -3.0063
H -0.4484 1.2794 0.4306 0.6936 -1.7553 -2.1539
H 0.6530 -1.5237 1.5139 0.2090 -0.5876 2.4508
```
Forces are in eV/Å.

The calculation puts the highest occupied orbital energy at -0.3380 Eh. For the gap between HOMO and LUMO, the calculation gives 8.2 eV. The LUMO energy is -1.021 eV. For the energy above the lowest of the compared OMol25 structures with the same formula, charge and spin, the calculation gives 625.7 kJ/mol. As for the multiplicity: 1.

---

Computed, not measured: a molecular structure, C5H3N at a distorted geometry, with ωB97M-V with the def2-TZVPD basis set.

```
9
Properties=species:S:1:pos:R:3:forces:R:3
C -2.0223 -0.4791 0.7030 0.1802 -0.6160 0.1907
C -0.7520 -0.5135 0.3013 -0.1282 0.4616 0.0733
C -0.6862 1.2589 0.0914 -0.9829 0.2222 -1.3449
C 0.7348 -0.0284 0.5697 -0.6298 -1.5775 0.2460
C -1.7841 0.6160 -0.4071 0.7032 0.0589 0.6844
N 0.4989 1.4136 0.4427 0.8445 0.1612 0.4062
H 0.9989 -0.3770 1.5554 -0.8396 0.6284 1.1154
H 1.5646 -0.5672 0.1301 0.1223 0.6384 -1.6745
H -2.3080 0.6880 -1.3677 0.7301 0.0226 0.3034
```
Forces are in eV/Å.

The calculation puts the highest occupied orbital energy at -0.3195 Eh. For the gap between HOMO and LUMO, the calculation gives 9.0 eV. The LUMO energy is 0.301 eV. For the energy above the lowest of the compared OMol25 structures with the same formula, charge and spin, the calculation gives 527.2 kJ/mol. As for the multiplicity: 1.

---

Computed, not measured: a single C5H3N molecule at a distorted geometry, with ωB97M-V with the def2-TZVPD basis set.

```
9
Properties=species:S:1:pos:R:3:forces:R:3
C 1.8147 1.4507 0.7290 -4.3013 -4.7131 0.8005
C 1.0058 0.3683 0.6576 3.8182 7.7765 -1.0315
C -0.2030 -0.2734 0.0121 -1.3658 1.1376 4.0626
C -0.2533 -1.0090 -1.0543 0.5910 -1.5351 -5.7432
C -1.5609 -0.1809 0.7316 -4.1879 -1.3605 1.7943
N -2.6885 -0.3413 1.1603 6.4057 1.1963 -2.3431
H 2.4040 2.4537 1.0988 -1.6243 -3.4257 -1.1192
H 0.6989 -0.8770 -1.7627 -2.0528 -1.0265 1.6542
H -1.2177 -1.5911 -1.5724 2.7172 1.9505 1.9255
```
Forces are in eV/Å.

The calculation puts the highest occupied orbital energy at -0.3672 Eh. For the gap between HOMO and LUMO, the calculation gives 9.6 eV. The LUMO energy is -0.374 eV. Its SMILES is C#CC(=C)C#N. For the energy above the lowest of the compared OMol25 structures with the same formula, charge and spin, the calculation gives 290.0 kJ/mol. As for the multiplicity: 1.

---

Computed, not measured: a single C5H3N molecule at a distorted geometry, with ωB97M-V with the def2-TZVPD basis set.

```
9
Properties=species:S:1:pos:R:3:forces:R:3
C -0.6773 -0.7776 0.4770 2.0570 0.8183 -1.3736
C 0.4832 -1.4872 0.3189 -5.7663 0.8076 1.1491
C 1.7096 -1.6668 0.3181 2.9807 -0.9450 0.0468
C -0.5755 0.6084 -0.1701 -0.2755 0.5900 -2.2310
C 0.8176 1.0084 -0.2415 -0.0053 0.1819 -0.7658
N 1.9025 1.2006 -0.5466 0.5377 0.5388 0.2255
H -1.6659 -0.8951 0.9219 0.4891 -1.0993 0.1513
H -0.8560 0.5621 -1.3596 0.1571 -0.0797 2.8936
H -1.1382 1.4473 0.2818 -0.1744 -0.8126 -0.0960
```
Forces are in eV/Å.

The calculation puts the highest occupied orbital energy at -0.3830 Eh. For the gap between HOMO and LUMO, the calculation gives 8.3 eV. The LUMO energy is -2.124 eV. For the energy above the lowest of the compared OMol25 structures with the same formula, charge and spin, the calculation gives 335.4 kJ/mol. As for the multiplicity: 1.

---

Computed, not measured: a single C5H3N molecule at a distorted geometry, with ωB97M-V with the def2-TZVPD basis set.

```
9
Properties=species:S:1:pos:R:3:forces:R:3
C -1.9287 -0.1088 0.2351 2.7974 0.3575 -0.9492
C -2.8300 0.2728 -0.4902 -0.4746 -0.3901 1.4795
C -4.7975 -0.3363 0.5201 -1.7121 -0.1040 0.3000
C 0.3792 -0.1667 -0.4488 -0.7143 -0.3987 -0.6035
C -0.5554 -0.3774 0.4978 0.0425 0.8836 -2.4157
N -4.1551 0.2574 -0.2592 -0.9068 0.2670 -0.8227
H 1.2767 -0.5773 -0.1010 1.7758 -0.0986 -0.0559
H 0.3551 0.1338 -1.5335 -0.5829 -0.0472 1.5792
H -0.1605 -0.8286 1.3545 -0.2249 -0.4695 1.4883
```
Forces are in eV/Å.

The calculation puts the highest occupied orbital energy at -0.3457 Eh. For the gap between HOMO and LUMO, the calculation gives 9.4 eV. The LUMO energy is 0.041 eV. For the energy above the lowest of the compared OMol25 structures with the same formula, charge and spin, the calculation gives 299.5 kJ/mol. As for the multiplicity: 1.

---

Computed, not measured: a single C5H3N molecule at a distorted geometry, with ωB97M-V with the def2-TZVPD basis set.

```
9
Properties=species:S:1:pos:R:3:forces:R:3
C -0.6781 0.2695 -0.0204 -0.0656 -2.4023 0.4414
C 1.7151 0.7192 0.0170 -0.3243 1.1081 -0.0809
C -0.4078 -1.1709 0.0510 -2.6912 1.2595 -0.7503
C 0.4121 1.1051 -0.0112 -2.1519 -1.0070 -0.0192
C 1.7607 -0.6421 -0.0039 -0.4402 -1.0850 -0.1046
N 0.8357 -1.5232 -0.0354 1.9356 -0.4676 0.4182
H -1.7559 0.4069 -0.0313 0.3212 1.0322 -0.0141
H 2.4312 1.4846 0.0637 1.6076 0.0972 0.0244
H -1.2789 -1.9480 0.0510 1.8089 1.4648 0.0850
```
Forces are in eV/Å.

The calculation puts the highest occupied orbital energy (alpha / beta) at -0.3188 / -0.3473 Eh. For the gap between HOMO and LUMO (alpha / beta), the calculation gives 8.0 / 9.4 eV. The LUMO energy (alpha / beta) is -0.716 / -0.086 eV. For the energy above the lowest of the compared OMol25 structures with the same formula, charge and spin, the calculation gives 184.5 kJ/mol. As for the multiplicity: 1.

---

Computed, not measured: a single C5H3N molecule at a distorted geometry, with ωB97M-V with the def2-TZVPD basis set.

```
9
Properties=species:S:1:pos:R:3:forces:R:3
C 0.3569 0.0613 0.1361 -5.3899 -0.5686 -3.9454
C 1.3248 0.4171 0.7610 3.3603 0.7981 2.3858
C 3.2708 1.2067 2.1180 -1.7312 -0.9573 -1.0931
C -1.5856 -1.0020 -0.9865 -1.6051 -4.5356 0.6252
C -0.7557 0.0273 -0.7209 6.6919 4.5259 2.8539
N 2.3345 0.7507 1.5039 1.4674 0.9102 0.8516
H -2.4633 -0.5851 -1.3265 -2.4610 -0.3979 -0.8752
H -1.5148 -1.8612 -0.3078 -0.4765 0.0694 -0.7587
H -0.9675 0.9851 -1.1772 0.1440 0.1557 -0.0442
```
Forces are in eV/Å.

The calculation puts the highest occupied orbital energy (alpha / beta) at -0.2323 / -0.3846 Eh. For the gap between HOMO and LUMO (alpha / beta), the calculation gives 6.8 / 7.3 eV. The LUMO energy (alpha / beta) is 0.435 / -3.132 eV. For the energy above the lowest of the compared OMol25 structures with the same formula, charge and spin, the calculation gives 87.5 kJ/mol. As for the multiplicity: 3.

---

Computed, not measured: 2 unconnected molecules or ions with the total composition C5H3N3 at a distorted geometry, with ωB97M-V with the def2-TZVPD basis set.

```
11
Properties=species:S:1:pos:R:3:forces:R:3
C 1.3406 2.3690 -0.2409 -0.8051 -0.5695 0.3316
C 0.3522 1.7663 0.0655 1.0948 0.8407 -0.4832
C -1.8819 1.2997 -0.2827 0.9249 1.1466 -0.9450
C -3.0515 0.6277 -0.0175 -1.0692 -0.6088 0.3038
C -0.5550 -2.6560 -0.2234 -0.0541 -0.2506 -0.1659
N -0.2405 -1.6404 0.1828 0.2063 0.3780 0.3499
N -0.7816 1.1124 0.3792 -0.7504 -0.8403 1.0617
N -4.1420 0.2319 -0.0216 0.1750 -0.1625 0.2111
H 2.2054 2.8956 -0.5120 0.5064 0.2935 -0.1408
H -0.6788 0.4362 1.1479 -0.0966 0.1288 -0.3868
H -0.8364 -3.5964 -0.6162 -0.1320 -0.3558 -0.1365
```
Forces are in eV/Å.

The calculation puts the highest occupied orbital energy at -0.3290 Eh. For the gap between HOMO and LUMO, the calculation gives 8.4 eV. The LUMO energy is -0.507 eV. For the energy above the lowest of the compared OMol25 structures with the same formula, charge and spin, the calculation gives 453.7 kJ/mol. As for the multiplicity: 1.